Computed, not measured: a 2-piece molecular cluster, C5H15N2 overall, with the ωB97M-V functional and the def2-TZVPD basis.

Largest force on an atom   2.5 eV/Å
HOMO   -14.583 eV
Energy relative to the best compared isomer or geometry (same formula, charge and spin)   24.4 kcal/mol
HOMO-LUMO gap   11.6 eV
Calculated total energy   -308.7538 Eh
Net charge   +1
Lowest unoccupied orbital energy   -3.0 eV

The geometry in XYZ format:
```
22
C5H15N2 | OMol25 | the ωB97M-V functional and the def2-TZVPD basis
C -2.214 -1.331 0.854
C -0.864 -1.478 1.585
C -0.013 0.615 2.105
N 0.080 -0.388 1.283
H -2.939 -2.092 1.260
H -2.605 -0.318 0.993
H -2.079 -1.543 -0.219
H -0.410 -2.398 1.250
H -1.052 -1.512 2.673
H -0.805 0.630 2.874
H 0.712 1.424 2.067
C 0.128 1.043 -2.205
C 1.443 1.316 -1.555
N 1.881 0.046 -0.780
H -0.303 1.941 -2.726
H 0.183 0.332 -3.020
H -0.580 0.717 -1.472
H 2.196 1.605 -2.362
H 1.346 2.099 -0.802
H 1.094 -0.184 0.003
H 2.797 0.189 -0.328
H 2.005 -0.713 -1.479
```

Atom charges from the natural (NBO) analysis, given in e for atoms 1 to 5:
1. C -0.6175
2. C -0.2486
3. C -0.0021
4. N -0.4644
5. H 0.2429

=====

Computed, not measured: C34H47BFeN11O2S4 as an isolated structure, with the ωB97M-V functional and the def2-TZVPD basis.

Largest force on an atom   0.5 eV/Å
HOMO (alpha / beta)   -8.518 / -9.340 eV
Energy relative to the best compared isomer or geometry (same formula, charge and spin)   65.3 kcal/mol
2S+1   5
HOMO-LUMO gap (alpha / beta)   6.1 / 6.2 eV
Calculated total energy   -4957.8690 Eh
Net charge   +1
Lowest unoccupied orbital energy (alpha / beta)   -2.4 / -3.1 eV

The geometry in XYZ format:
```
100
C34H47BFeN11O2S4 | OMol25 | the ωB97M-V functional and the def2-TZVPD basis
Fe -0.743 -0.379 -0.043
N -0.059 0.225 1.892
C -1.189 0.954 2.484
C -0.818 1.898 3.616
C -0.340 1.220 4.894
C -1.457 0.564 5.697
N -2.087 -0.595 5.039
C -1.526 -1.792 4.904
N -0.530 -2.160 5.723
N -1.970 -2.627 3.969
C -1.988 1.658 1.373
O -2.857 2.448 1.710
O -1.694 1.305 0.176
H 0.393 -0.406 2.543
H 0.662 0.892 1.601
H -1.899 0.199 2.818
H -1.698 2.509 3.831
H -0.046 2.584 3.256
H 0.100 1.977 5.547
H 0.458 0.495 4.695
H -2.259 1.280 5.874
H -1.112 0.259 6.686
H -2.844 -0.402 4.398
H -0.347 -1.644 6.565
H -0.127 -3.077 5.647
H -2.423 -2.270 3.115
H -1.609 -3.565 3.922
C -5.057 -0.413 2.668
N -4.972 -0.316 1.230
C -5.889 0.352 0.443
C -5.431 0.271 -0.820
N -4.236 -0.417 -0.817
B -3.378 -0.703 -2.115
N -2.790 0.650 -2.646
C -3.543 1.667 -3.193
C -2.717 2.657 -3.585
N -1.440 2.239 -3.278
C -0.222 2.982 -3.550
C -1.500 1.021 -2.701
S -0.090 0.147 -2.204
C -3.974 -0.782 0.444
S -2.629 -1.722 0.992
H -4.651 0.492 3.128
H -4.508 -1.293 2.996
H -6.098 -0.527 2.962
H -6.767 0.813 0.858
H -5.870 0.634 -1.730
H -4.119 -1.157 -2.953
H -2.483 -1.444 -1.826
H -4.612 1.606 -3.278
H -2.912 3.604 -4.055
H -0.482 4.032 -3.665
H 0.252 2.620 -4.462
H 0.461 2.860 -2.713
S 2.893 0.500 0.321
C 3.979 1.831 0.333
N 5.334 1.780 0.367
C 6.010 3.018 0.732
C 5.404 4.189 -0.018
N 3.961 4.227 0.173
C 3.308 5.527 0.239
C 3.572 6.215 1.558
C 3.197 5.600 2.751
C 3.457 6.214 3.964
C 4.094 7.450 4.000
C 4.467 8.067 2.818
C 4.207 7.448 1.600
C 3.300 3.060 0.284
S 1.592 2.860 0.303
C 6.057 0.534 0.593
C 6.487 0.365 2.034
C 5.537 0.207 3.042
C 5.936 0.099 4.365
C 7.284 0.143 4.698
C 8.233 0.297 3.700
C 7.832 0.410 2.374
H 7.067 2.925 0.484
H 5.930 3.187 1.813
H 5.634 4.121 -1.086
H 5.824 5.119 0.368
H 2.241 5.371 0.078
H 3.678 6.143 -0.583
H 2.695 4.638 2.721
H 3.159 5.733 4.887
H 4.295 7.929 4.949
H 4.962 9.029 2.839
H 4.499 7.933 0.676
H 6.937 0.530 -0.054
H 5.406 -0.279 0.274
H 4.486 0.176 2.781
H 5.193 -0.022 5.144
H 7.593 0.058 5.731
H 9.285 0.332 3.950
H 8.577 0.531 1.595
C 1.900 -3.939 -0.879
C 1.010 -2.849 -0.501
N 0.326 -1.971 -0.238
H 2.744 -3.980 -0.193
H 2.266 -3.764 -1.889
H 1.361 -4.884 -0.853
```

Atom charges from the Mulliken analysis, given in e for atoms 1 to 5:
1. Fe 1.2682
2. N -0.0490
3. C 1.3696
4. C -0.7960
5. C -0.1412